#a
The following is a DFT calculation (ωB97M-V with the def2-TZVPD basis set) of the molecule CH3OPS.

Each line ends with the Mulliken charge.
CARTESIAN COORDINATES (ANGSTROEM)
C  1.37070  -0.44323  -0.08510  -0.5986
O  -1.36397  -0.14650  -0.24843  -0.2474
P  -0.01563  0.68333  -0.14249  0.2321
S  -2.96233  -0.08698  0.19877  -0.0157
H  0.91065  -1.36561  -0.34718  0.2763
H  2.34783  -0.11245  -0.48601  0.2960
H  -0.28725  1.47145  1.11043  0.0573

Frontier orbital gap (spin up / spin down): 0.301 / 0.218 hartree

#b
The following is a DFT calculation (ωB97M-V with the def2-TZVPD basis set) of the molecule CH3OPS.

Each line ends with the Mulliken charge.
CARTESIAN COORDINATES (ANGSTROEM)
C  -1.82153  1.29236  0.97145  -0.2711
S  -0.41088  0.64622  0.56312  -0.1047
P  0.92613  0.53397  -1.69104  0.2217
O  2.11653  -0.09059  -0.79952  -0.4364
H  -1.85394  1.45510  1.99161  0.1804
H  0.16914  -0.55438  -1.81466  0.0533
H  1.99485  -0.87450  -0.20976  0.3568

Frontier orbital gap (spin up / spin down): 0.250 / 0.250 hartree
SMILES: C#S#[PH]O

Least stable structure: #a

#a
The following is a DFT calculation (ωB97M-V with the def2-TZVPD basis set) of a cluster of 4 separate species, C15H36ClNO2 in total.

Each line ends with the Mulliken charge.
CARTESIAN COORDINATES (ANGSTROEM)
C  -4.49802  0.63760  -0.33218  -1.5549
C  -3.39902  -0.40440  -0.52618  -0.1874
C  -2.12502  0.28560  -0.83018  -0.2621
C  -0.77802  -0.59540  -0.59618  -1.4710
N  0.44298  -0.24040  -1.29818  1.2018
C  0.85898  1.19060  -1.09518  -0.9653
C  0.44198  2.09360  -2.29918  -0.4594
C  0.42798  1.13560  -3.43318  -0.6952
C  0.14398  -0.28140  -2.81318  -0.9237
C  1.53298  -1.15740  -1.06118  -1.2171
C  1.15998  -2.71040  -1.14118  -0.1339
C  2.39498  -3.52340  -0.72218  -1.2137
H  -4.61702  0.90760  -1.21918  0.4925
H  -3.95502  1.33860  0.41082  0.3324
H  -5.47302  0.17960  -0.23818  0.3920
H  -3.61402  -1.08140  -1.35818  0.4088
H  -3.15302  -0.87040  0.63282  0.2337
H  -2.06902  1.26760  -0.26618  -0.1062
H  -2.27802  0.51360  -1.79818  0.3567
H  -1.23502  -1.58040  -0.78818  0.5188
H  -0.71602  -0.56140  0.40882  0.5333
H  2.00698  1.28660  -1.12518  0.3208
H  0.70998  1.46960  -0.14818  0.4583
H  1.26298  2.81060  -2.43918  0.4957
H  -0.62002  2.68260  -2.24318  0.2078
H  1.41998  1.13060  -3.89118  0.3485
H  -0.40402  1.31660  -4.31818  0.2699
H  0.77898  -0.97540  -3.30418  0.4635
H  -0.79202  -0.67140  -3.10418  0.5072
H  1.85198  -1.07840  0.04582  0.3501
H  2.36598  -1.10340  -1.63018  0.8036
H  0.64298  -2.87840  -2.09618  0.3759
H  0.40798  -2.97840  -0.30618  0.1868
H  2.17098  -4.69240  -0.72018  0.3163
H  2.54498  -3.34340  0.40882  0.1437
H  3.20998  -3.45640  -1.37918  0.4584
Cl  1.14398  0.81660  2.59782  -0.8574
C  2.01598  -3.52640  3.42182  -0.9397
C  2.96598  -2.44940  3.60082  -0.2636
O  3.12898  -1.68740  2.47482  -0.3249
H  1.74998  -3.78540  4.42982  0.3845
H  2.40098  -4.45240  2.91382  0.2602
H  1.06198  -3.31840  2.88182  0.2049
H  3.97098  -3.00340  3.74582  0.1652
H  2.81298  -1.71940  4.39982  0.4409
H  2.53898  -0.92540  2.59782  -0.0234
C  -1.72402  4.97660  1.35182  -1.7310
C  -0.75502  3.85460  1.30482  0.5831
O  -1.06802  3.14760  2.45982  -0.4598
H  -1.87602  5.45960  0.54282  0.6538
H  -1.54402  5.82360  2.08582  0.2754
H  -2.76102  4.68960  1.47682  0.3706
H  0.13698  4.25460  1.04382  0.4088
H  -0.92202  3.25360  0.48682  -0.3913
H  -0.32902  2.52860  2.79782  0.2570

Frontier orbital gap: 0.298 hartree

#b
The following is a DFT calculation (ωB97M-V with the def2-TZVPD basis set) of a cluster of 4 separate species, C15H36ClNO2 in total.

Each line ends with the Mulliken charge.
CARTESIAN COORDINATES (ANGSTROEM)
C  3.99300  35.64000  30.71500  -1.7012
C  5.19600  35.54200  31.63600  -0.2773
C  5.48100  34.09700  31.99200  -0.3443
C  6.67300  34.06800  33.11700  -0.7905
N  7.04700  32.70700  33.73000  0.8543
C  7.68400  31.73800  32.68700  -0.6666
C  6.95800  30.52500  32.53700  -0.4771
C  5.56000  30.81100  33.16500  -0.8141
C  5.80400  31.98200  34.12500  -0.9462
C  7.94600  32.87700  34.90900  -1.2559
C  7.42500  33.59200  36.11100  -0.1908
C  8.25600  33.33500  37.42600  -1.7279
H  3.08700  35.50000  31.11700  0.4290
H  4.14000  34.89900  29.93000  0.3537
H  3.97500  36.52100  30.25000  0.5265
H  4.92900  36.00800  32.53500  0.1609
H  5.97100  36.22000  31.25000  0.4356
H  5.81200  33.64300  31.09700  0.4363
H  4.63200  33.53800  32.40300  0.3555
H  6.45700  34.78400  34.14200  -0.0885
H  7.56000  34.37600  32.68400  0.4521
H  8.91100  31.54500  33.03100  0.2747
H  7.66600  32.18700  31.81500  0.4632
H  7.24900  29.58400  33.07200  0.2792
H  6.88000  30.36200  31.49000  0.3165
H  5.11500  29.94700  33.50100  0.5715
H  4.91500  31.04900  32.33700  0.2664
H  5.94600  31.53700  35.19200  0.4921
H  4.95200  32.54100  34.19800  0.3734
H  8.77900  33.38800  34.62500  0.4540
H  8.22300  31.84900  35.23200  0.5518
H  6.23900  33.59600  36.21200  0.2708
H  7.26800  34.60800  35.97000  0.6516
H  7.83500  33.37400  38.26600  0.5412
H  9.21000  33.76500  37.55200  0.4167
H  8.53100  32.03500  37.54200  0.2318
Cl  4.54600  36.14400  35.53400  -0.8053
C  4.64400  34.50100  40.74000  -1.3641
C  5.06600  35.10800  39.44000  0.1561
O  4.27400  34.55700  38.42100  -0.4821
H  5.06700  34.95300  41.61100  0.4033
H  5.23800  33.53300  40.78200  0.2519
H  3.56600  34.54200  40.91200  0.3339
H  6.04800  35.00000  39.30000  0.3331
H  4.69200  36.05600  39.44700  0.1212
H  4.49700  34.96900  37.62000  0.1262
C  4.08400  39.93800  38.78100  -1.0310
C  5.21100  38.98500  38.16300  0.6439
O  5.15400  38.99600  36.69700  -0.4399
H  2.98900  39.69100  38.61200  0.2733
H  4.38700  41.03500  38.56900  0.2545
H  3.94200  39.95800  39.85400  0.3625
H  5.03900  38.06200  38.44300  -0.4930
H  6.19000  39.22100  38.51000  0.2671
H  4.91300  38.17100  36.32600  0.2106

Frontier orbital gap: 0.289 hartree

Least stable structure: #b

#a
The following is a DFT calculation (ωB97M-V with the def2-TZVPD basis set) of a cluster of 2 separate species, C2H5N2P in total.

Each line ends with the Mulliken charge.
CARTESIAN COORDINATES (ANGSTROEM)
C  0.89084  -1.84860  -0.92813  -0.0344
C  0.38179  0.25998  0.50958  -0.0481
N  0.29295  -2.83256  -0.49128  -0.4742
N  0.14846  1.31819  -0.11057  -0.2756
P  -0.45414  2.93391  -0.03255  -0.1221
H  1.67944  -1.41981  -1.52979  0.3066
H  0.26449  -0.10445  1.57089  0.2591
H  0.57108  -3.69625  -0.93062  0.2425
H  0.58962  3.50947  -0.78284  0.0684
H  -1.61319  2.77294  -1.05721  0.0776

Frontier orbital gap (spin up / spin down): 0.281 / 0.278 hartree

#b
The following is a DFT calculation (ωB97M-V with the def2-TZVPD basis set) of the molecule C2H5N2P.

Each line ends with the Mulliken charge.
CARTESIAN COORDINATES (ANGSTROEM)
C  0.27753  -1.91325  0.06628  -0.1436
C  -0.85773  0.72864  -0.32120  -0.8260
N  0.99919  -1.01080  0.24418  0.4899
N  1.57556  0.03523  0.39349  -0.8374
P  0.81760  1.41891  -0.13483  0.0901
H  0.11038  -2.82027  -0.32832  0.3853
H  -1.02452  0.41093  -1.39683  0.2461
H  -1.59913  1.49058  -0.17977  0.3244
H  -0.89167  -0.12335  0.43383  0.2499
H  0.59279  1.78337  1.22319  0.0213

Frontier orbital gap: 0.330 hartree

Least stable structure: #a

#a
The following is a DFT calculation (ωB97M-V with the def2-TZVPD basis set) of the molecule C21H19N5O2S.

Each line ends with the Mulliken charge.
CARTESIAN COORDINATES (ANGSTROEM)
O  -1.47818  -0.58469  1.73536  -0.5835
C  -0.32643  -0.38411  1.47210  -0.2424
N  0.12808  0.68554  0.77135  -0.0358
C  -0.58361  1.84851  0.53748  0.4907
C  -0.32423  2.61001  -0.58222  -0.6941
C  -1.03531  3.77468  -0.43354  0.5992
C  -1.00832  4.92598  -1.26633  0.8574
C  0.17887  5.39438  -1.90192  -0.4305
C  0.09960  6.46965  -2.74739  -0.3699
N  -1.06689  7.09925  -3.04547  -0.6018
C  -2.17645  6.59101  -2.57977  -0.2127
C  -2.21508  5.57801  -1.67006  -0.5279
N  -1.64034  3.81713  0.70339  -0.5789
O  -1.36396  2.59825  1.43159  -0.1487
C  0.82067  -1.52264  1.63546  0.0840
C  0.67366  -2.66382  0.54960  -0.4635
C  1.24997  -2.16364  -0.79800  -0.0387
C  2.63224  -2.31266  -1.09745  -0.1188
C  3.17831  -1.89213  -2.32231  -0.5291
C  2.25629  -1.46222  -3.38494  -0.5858
C  0.84080  -1.20567  -3.05458  -0.6043
C  0.40008  -1.80941  -1.88560  -0.1067
N  0.97756  -2.09834  3.02759  -0.3745
C  -0.11042  -2.59993  3.87154  -0.9783
C  -0.72538  -3.84327  3.21264  0.7803
C  -2.03621  -3.87693  2.78818  -0.7142
N  -2.50147  -5.18239  2.58891  -0.5863
C  -1.44333  -6.03463  2.65510  -0.1930
S  0.16900  -5.34656  3.10590  -0.0716
H  0.95708  0.50937  0.19866  0.2817
H  0.60155  2.58836  -1.25756  0.1608
H  1.18678  4.90750  -1.75676  0.2539
H  0.94641  6.98618  -3.10134  0.4254
H  -3.09279  7.13293  -2.86102  0.3493
H  -3.14363  5.16848  -1.37441  0.4059
H  1.79377  -1.11398  1.43332  0.4266
H  -0.38029  -3.00680  0.35153  0.1869
H  1.29005  -3.50557  0.89775  0.5778
H  3.22219  -2.72847  -0.26812  0.3635
H  4.29709  -2.01421  -2.52715  0.2923
H  2.61065  -1.09878  -4.30462  0.4090
H  0.11588  -0.80886  -3.79444  0.3754
H  -0.67253  -1.79980  -1.74652  0.3326
H  1.73475  -2.82814  2.95672  0.3579
H  -0.91801  -1.87766  3.93939  0.3189
H  0.18192  -2.85263  4.86539  0.4377
H  -2.69576  -3.05237  2.73070  0.5492
H  -1.60462  -7.01493  2.30186  0.4745

Frontier orbital gap: 0.324 hartree
SMILES: O=C(Nc1cc(-c2ccncc2)no1)[C@H](Cc1ccccc1)NCc1cncs1

#b
The following is a DFT calculation (ωB97M-V with the def2-TZVPD basis set) of the molecule C21H19N5O2S.

Each line ends with the Mulliken charge.
CARTESIAN COORDINATES (ANGSTROEM)
C  2.44197  0.62701  -1.87536  -0.6661
C  3.46300  0.95925  -1.11090  0.1685
C  3.38997  1.49541  0.29250  -1.2178
N  2.07352  1.45410  0.86813  0.2130
C  1.08683  2.38407  0.75577  0.5310
S  1.18903  3.79520  -0.25585  -0.2186
C  -0.59821  3.94576  -0.62882  -0.5826
C  -1.18241  2.60568  -0.83792  0.3778
N  -0.70401  1.63780  -1.55369  -0.3891
N  -1.51650  0.58234  -1.38377  -0.2909
C  -2.46272  0.95482  -0.57297  0.6045
C  -3.55169  0.14161  -0.08522  0.2135
C  -4.47392  0.65991  0.82124  -0.4154
C  -5.50313  -0.13865  1.28257  -0.6158
C  -5.61686  -1.44949  0.84773  -0.3665
C  -4.69681  -1.96744  -0.05168  -0.6186
C  -3.66528  -1.17844  -0.52039  -0.3460
O  -2.31146  2.24802  -0.20331  -0.3506
N  0.02390  2.02193  1.42235  -0.3717
N  0.28997  0.83141  1.97828  -0.7136
C  1.50589  0.49236  1.65144  0.4879
C  2.10104  -0.83827  1.96887  -0.1444
O  3.41710  -0.67881  2.45222  -0.6092
C  1.99875  -1.66805  0.69826  0.4681
C  3.12472  -2.13254  0.03782  -0.2839
C  2.99263  -2.84714  -1.14098  -0.6678
C  1.73833  -3.08741  -1.67074  -0.5708
C  0.61094  -2.61810  -1.01561  -0.4826
C  0.73838  -1.91525  0.16658  -0.4198
H  2.59506  0.25309  -2.87236  0.3446
H  1.41427  0.71292  -1.56552  -0.0305
H  4.47970  0.86901  -1.47031  0.3968
H  4.05040  0.91565  0.94379  0.4150
H  3.72849  2.53889  0.29616  0.5357
H  -0.65155  4.55821  -1.52888  0.4658
H  -1.09808  4.43582  0.20555  0.2667
H  -4.37247  1.67966  1.15979  0.4420
H  -6.21892  0.26116  1.98538  0.3941
H  -6.42274  -2.06957  1.21170  0.3866
H  -4.78720  -2.99017  -0.38627  0.3957
H  -2.93748  -1.55598  -1.22061  0.4767
H  1.45601  -1.28271  2.74314  0.3923
H  3.74429  -1.54255  2.72508  0.4220
H  4.10917  -1.92738  0.43374  0.3624
H  3.87565  -3.20701  -1.64829  0.3966
H  1.63795  -3.63516  -2.59590  0.4079
H  -0.36976  -2.79276  -1.43013  0.3559
H  -0.13577  -1.53821  0.67741  0.4511

Frontier orbital gap: 0.332 hartree
SMILES: C=CCn1c(SCc2nnc(-c3ccccc3)o2)nnc1[C@H](O)c1ccccc1

Least stable structure: #a